# 1
ORCA calculation (ωB97M-V/def2-TZVPD) on a 5-piece molecular cluster, C28H46BN4O14S2 overall in a non-equilibrium geometry.

Each atom is followed by the atoms it is bonded to, with distances in Å.
Atoms and positions in Å:
1 N -0.480 -5.207 1.734  C2 1.468, H22 1.005, H23 1.006
2 C -0.353 -5.363 0.280  N1 1.468, C3 1.527, H24 1.090, H25 1.095
3 C 0.505 -4.301 -0.404  C2 1.527, B4 1.626, H26 1.093, H27 1.096
4 B -0.171 -2.824 -0.490  C3 1.626, O5 1.519, O21 1.486, H28 1.253
5 O -0.288 -2.249 0.911  B4 1.519, C6 1.398
6 C -1.602 -1.874 1.204  O5 1.398, C7 1.548, C9 1.580, H29 1.103
7 C -1.554 -0.428 1.753  C6 1.548, N8 1.491, H30 1.078, H31 1.083
8 N -2.135 -0.280 3.118  C7 1.491, H32 1.016, H33 1.015
9 C -2.414 -2.181 -0.117  C6 1.580, C10 1.532, O21 1.382, H34 1.113
10 C -3.211 -1.011 -0.705  C9 1.532, C11 1.540, H35 1.088, H36 1.088
11 C -4.284 -0.570 0.309  C10 1.540, C12 1.536, H37 1.086, H38 1.086
12 C -5.726 -0.692 -0.207  C11 1.536, S13 1.805, H39 1.085, H40 1.088
13 S -6.896 -1.213 1.064  C12 1.805, C14 1.760
14 C -6.493 -2.882 1.451  S13 1.760, S15 1.617, N16 1.397
15 S -6.082 -3.289 2.961  C14 1.617
16 N -6.678 -3.847 0.458  C14 1.397, C17 1.387, C20 1.375
17 C -7.096 -3.619 -0.845  N16 1.387, C18 1.361, H41 1.068
18 C -7.183 -4.849 -1.422  C17 1.361, N19 1.377, H42 1.075
19 N -6.848 -5.840 -0.527  C18 1.377, C20 1.299
20 C -6.539 -5.210 0.566  N16 1.375, N19 1.299, H43 1.073
21 O -1.557 -2.775 -1.023  B4 1.486, C9 1.382
22 H -1.361 -4.800 1.996  N1 1.005
23 H 0.279 -4.658 2.102  N1 1.006
24 H -1.348 -5.362 -0.166  C2 1.090
25 H 0.080 -6.350 0.089  C2 1.095
26 H 1.474 -4.192 0.089  C3 1.093
27 H 0.687 -4.654 -1.426  C3 1.096
28 H 0.553 -2.019 -1.120  B4 1.253
29 H -2.029 -2.542 1.971  C6 1.103
30 H -2.044 0.288 1.114  C7 1.078
31 H -0.506 -0.165 1.825  C7 1.083
32 H -1.758 -1.050 3.664  N8 1.016
33 H -3.123 -0.503 3.052  N8 1.015
34 H -3.187 -2.934 0.156  C9 1.113
35 H -2.504 -0.204 -0.884  C10 1.088
36 H -3.651 -1.313 -1.653  C10 1.088
37 H -4.173 -1.177 1.202  C11 1.086
38 H -4.120 0.476 0.549  C11 1.086
39 H -5.767 -1.290 -1.112  C12 1.085
40 H -6.079 0.298 -0.488  C12 1.088
41 H -7.343 -2.678 -1.285  C17 1.068
42 H -7.498 -4.988 -2.441  C18 1.075
43 H -6.241 -5.686 1.480  C20 1.073
44 C -4.506 -7.968 -1.054  C45 1.511, H51 1.086, H52 1.089, H53 1.091
45 C -3.926 -8.948 -2.048  C44 1.511, C46 1.515, O50 1.439, H54 1.094
46 C -4.033 -10.397 -1.621  C45 1.515, O47 1.431, H55 1.087, H56 1.093
47 O -2.905 -10.998 -2.265  C46 1.431, C48 1.362
48 C -1.968 -10.026 -2.439  O47 1.362, O49 1.186, O50 1.349
49 O -0.845 -10.234 -2.760  C48 1.186
50 O -2.501 -8.811 -2.196  C45 1.439, C48 1.349
51 H -4.568 -6.974 -1.488  C44 1.086
52 H -5.510 -8.272 -0.763  C44 1.089
53 H -3.875 -7.896 -0.167  C44 1.091
54 H -4.375 -8.797 -3.034  C45 1.094
55 H -4.951 -10.877 -1.953  C46 1.087
56 H -3.929 -10.517 -0.540  C46 1.093
57 C 2.692 3.879 1.627  C58 1.509, H64 1.091, H65 1.090, H66 1.083
58 C 2.008 2.556 1.385  C57 1.509, C59 1.514, O63 1.438, H67 1.093
59 C 2.641 1.720 0.292  C58 1.514, O60 1.426, H68 1.087, H69 1.095
60 O 1.529 0.995 -0.228  C59 1.426, C61 1.350
61 C 0.414 1.720 0.003  O60 1.350, O62 1.184, O63 1.362
62 O -0.649 1.494 -0.467  C61 1.184
63 O 0.683 2.744 0.859  C58 1.438, C61 1.362
64 H 2.310 4.356 2.530  C57 1.091
65 H 3.769 3.748 1.738  C57 1.090
66 H 2.500 4.550 0.800  C57 1.083
67 H 1.921 1.982 2.311  C58 1.093
68 H 3.400 1.033 0.657  C59 1.087
69 H 3.063 2.338 -0.507  C59 1.095
70 C 4.635 7.282 -3.947  C71 1.509, H77 1.089, H78 1.090, H79 1.090
71 C 4.732 6.220 -2.879  C70 1.509, C72 1.514, O76 1.443, H80 1.093
72 C 3.402 5.749 -2.329  C71 1.514, O73 1.436, H81 1.087, H82 1.092
73 O 3.742 5.382 -0.983  C72 1.436, C74 1.351
74 C 4.813 6.118 -0.615  O73 1.351, O75 1.189, O76 1.352
75 O 5.218 6.215 0.499  C74 1.189
76 O 5.360 6.734 -1.686  C71 1.443, C74 1.352
77 H 5.603 7.448 -4.418  C70 1.089
78 H 3.924 6.985 -4.717  C70 1.090
79 H 4.317 8.229 -3.510  C70 1.090
80 H 5.328 5.375 -3.231  C71 1.093
81 H 2.995 4.892 -2.861  C72 1.087
82 H 2.654 6.544 -2.296  C72 1.092
83 C 8.795 7.999 2.493  C84 1.509, H90 1.090, H91 1.090, H92 1.090
84 C 7.869 9.190 2.489  C83 1.509, C85 1.513, O89 1.442, H93 1.093
85 C 6.766 9.125 1.456  C84 1.513, O86 1.437, H94 1.086, H95 1.092
86 O 6.541 10.514 1.163  C85 1.437, C87 1.353
87 C 7.692 11.180 1.411  O86 1.353, O88 1.187, O89 1.355
88 O 7.913 12.299 1.082  C87 1.187
89 O 8.561 10.390 2.088  C84 1.442, C87 1.355
90 H 9.451 8.019 3.363  C83 1.090
91 H 8.222 7.072 2.514  C83 1.090
92 H 9.427 8.009 1.605  C83 1.090
93 H 7.459 9.360 3.488  C84 1.093
94 H 5.856 8.661 1.826  C85 1.086
95 H 7.077 8.618 0.541  C85 1.092

Results
E_HOMO ... -3.76 eV
Total charge ... -1
F_max ... 1.22 eV/Å

# 2
ORCA calculation (ωB97M-V/def2-TZVPD) on a 6-piece molecular cluster, C29H58NO18 overall in a non-equilibrium geometry.

Each atom is followed by the atoms it is bonded to, with distances in Å.
Atoms and positions in Å:
1 C -1.627 -6.436 2.573  C2 1.522, H14 1.086, H15 1.088, H16 1.087
2 C -0.943 -5.378 1.719  C1 1.522, O3 1.414, H17 1.091, H18 1.094
3 O -0.629 -4.225 2.476  C2 1.414, C4 1.421
4 C -1.317 -3.041 2.097  O3 1.421, C5 1.535, H19 1.087, H20 1.094
5 C -2.210 -2.528 3.234  C4 1.535, C6 1.535, H21 1.086, H22 1.092
6 C -3.656 -2.233 2.812  C5 1.535, C7 1.538, H23 1.090, H24 1.093
7 C -4.264 -3.400 2.016  C6 1.538, C8 1.523, H25 1.094, H26 1.088
8 C -5.744 -3.634 2.288  C7 1.523, C9 1.528, H27 1.091, H28 1.089
9 C -6.371 -4.692 1.382  C8 1.528, N10 1.475, C11 1.542, H29 1.100
10 N -5.394 -5.677 0.882  C9 1.475, H30 1.016, H31 1.015
11 C -7.497 -5.492 2.067  C9 1.542, O12 1.266, O13 1.250
12 O -8.052 -6.383 1.359  C11 1.266
13 O -7.799 -5.205 3.246  C11 1.250
14 H -0.942 -6.802 3.332  C1 1.086
15 H -2.516 -6.027 3.047  C1 1.088
16 H -1.957 -7.270 1.958  C1 1.087
17 H -1.531 -5.184 0.821  C2 1.091
18 H -0.002 -5.819 1.376  C2 1.094
19 H -1.849 -3.128 1.152  C4 1.087
20 H -0.544 -2.281 1.943  C4 1.094
21 H -2.215 -3.199 4.088  C5 1.086
22 H -1.791 -1.592 3.611  C5 1.092
23 H -4.246 -2.003 3.698  C6 1.090
24 H -3.695 -1.330 2.197  C6 1.093
25 H -4.106 -3.190 0.954  C7 1.094
26 H -3.712 -4.307 2.252  C7 1.088
27 H -6.306 -2.707 2.169  C8 1.091
28 H -5.857 -3.931 3.329  C8 1.089
29 H -6.817 -4.175 0.520  C9 1.100
30 H -5.932 -6.311 0.298  N10 1.016
31 H -4.736 -5.241 0.243  N10 1.015
32 C -0.671 1.077 -3.180  C33 1.514, H39 1.090, H40 1.090, H41 1.090
33 C -0.614 0.659 -1.726  C32 1.514, O34 1.436, H42 1.089, H43 1.089
34 O -1.638 1.299 -0.949  C33 1.436, C35 1.336
35 C -2.848 0.738 -1.028  O34 1.336, O36 1.201, O37 1.333
36 O -3.137 -0.231 -1.675  C35 1.201
37 O -3.679 1.452 -0.270  C35 1.333, C38 1.432
38 C -5.036 0.994 -0.290  O37 1.432, H44 1.088, H45 1.089, H46 1.086
39 H -0.643 2.163 -3.270  C32 1.090
40 H 0.170 0.656 -3.731  C32 1.090
41 H -1.595 0.735 -3.647  C32 1.090
42 H 0.331 0.974 -1.286  C33 1.089
43 H -0.682 -0.423 -1.619  C33 1.089
44 H -5.095 -0.066 -0.052  C38 1.088
45 H -5.489 1.188 -1.262  C38 1.089
46 H -5.578 1.552 0.467  C38 1.086
47 C 5.753 -5.705 -0.225  C48 1.513, H54 1.091, H55 1.090, H56 1.090
48 C 5.009 -4.491 0.287  C47 1.513, O49 1.434, H57 1.089, H58 1.089
49 O 4.380 -3.774 -0.784  C48 1.434, C50 1.333
50 C 3.218 -4.278 -1.197  O49 1.333, O51 1.201, O52 1.334
51 O 2.668 -5.249 -0.754  C50 1.201
52 O 2.771 -3.520 -2.200  C50 1.334, C53 1.430
53 C 1.543 -3.979 -2.772  O52 1.430, H59 1.088, H60 1.089, H61 1.087
54 H 6.453 -5.422 -1.013  C47 1.091
55 H 6.304 -6.186 0.583  C47 1.090
56 H 5.065 -6.434 -0.654  C47 1.090
57 H 5.706 -3.793 0.746  C48 1.089
58 H 4.275 -4.764 1.044  C48 1.089
59 H 0.782 -4.117 -2.008  C53 1.088
60 H 1.706 -4.909 -3.315  C53 1.089
61 H 1.214 -3.212 -3.468  C53 1.087
62 C -2.190 7.775 -5.875  C63 1.514, H69 1.091, H70 1.090, H71 1.090
63 C -1.773 8.176 -4.476  C62 1.514, O64 1.434, H72 1.089, H73 1.090
64 O -2.460 7.399 -3.485  C63 1.434, C65 1.334
65 C -1.955 6.186 -3.254  O64 1.334, O66 1.203, O67 1.330
66 O -0.989 5.708 -3.790  C65 1.203
67 O -2.711 5.593 -2.334  C65 1.330, C68 1.433
68 C -2.313 4.253 -2.021  O67 1.433, H74 1.087, H75 1.089, H76 1.086
69 H -3.275 7.821 -5.977  C62 1.091
70 H -1.735 8.435 -6.613  C62 1.090
71 H -1.885 6.751 -6.093  C62 1.090
72 H -2.050 9.212 -4.286  C63 1.089
73 H -0.695 8.095 -4.341  C63 1.090
74 H -1.260 4.210 -1.754  C68 1.087
75 H -2.518 3.596 -2.865  C68 1.089
76 H -2.904 3.929 -1.170  C68 1.086
77 C 12.016 -4.899 4.183  C78 1.514, H84 1.091, H85 1.090, H86 1.090
78 C 10.627 -5.346 4.586  C77 1.514, O79 1.434, H87 1.089, H88 1.089
79 O 9.784 -5.527 3.441  C78 1.434, C80 1.332
80 C 9.936 -6.682 2.796  O79 1.332, O81 1.203, O82 1.333
81 O 10.695 -7.567 3.094  C80 1.203
82 O 9.106 -6.684 1.754  C80 1.333, C83 1.429
83 C 9.202 -7.851 0.934  O82 1.429, H89 1.088, H90 1.089, H91 1.087
84 H 11.961 -4.010 3.553  C77 1.091
85 H 12.616 -4.672 5.064  C77 1.090
86 H 12.524 -5.674 3.609  C77 1.090
87 H 10.147 -4.578 5.190  C78 1.089
88 H 10.658 -6.258 5.181  C78 1.089
89 H 9.098 -8.758 1.526  C83 1.088
90 H 10.150 -7.855 0.398  C83 1.089
91 H 8.388 -7.806 0.215  C83 1.087
92 C -3.430 14.426 -1.312  C93 1.514, H99 1.091, H100 1.090, H101 1.090
93 C -2.055 14.265 -0.699  C92 1.514, O94 1.433, H102 1.089, H103 1.090
94 O -1.949 13.035 0.028  C93 1.433, C95 1.333
95 C -1.713 11.953 -0.713  O94 1.333, O96 1.204, O97 1.330
96 O -1.572 11.930 -1.908  C95 1.204
97 O -1.665 10.899 0.098  C95 1.330, C98 1.430
98 C -1.466 9.653 -0.574  O97 1.430, H104 1.088, H105 1.089, H106 1.086
99 H -4.202 14.318 -0.549  C92 1.091
100 H -3.528 15.406 -1.779  C92 1.090
101 H -3.610 13.664 -2.069  C92 1.090
102 H -1.874 15.056 0.027  C93 1.089
103 H -1.271 14.329 -1.454  C93 1.090
104 H -0.593 9.693 -1.223  C98 1.088
105 H -2.352 9.389 -1.148  C98 1.089
106 H -1.302 8.898 0.189  C98 1.086

Results
E_HOMO ... -4.10 eV
Total charge ... -1
F_max ... 1.61 eV/Å

# 3
ORCA calculation (ωB97M-V/def2-TZVPD) on a 8-piece molecular cluster, C9H34N2O12 overall in a non-equilibrium geometry.

Each atom is followed by the atoms it is bonded to, with distances in Å.
Atoms and positions in Å:
1 C 3.059 6.205 -0.527  C2 1.505, O4 1.486, H5 1.090, H6 1.090
2 C 2.700 4.748 -0.640  C1 1.505, O3 1.425, H7 1.090, H8 1.090
3 O 1.508 4.527 -1.388  C2 1.425, H9 0.960
4 O 1.922 7.024 -0.033  C1 1.486, H10 0.960
5 H 3.424 6.721 -1.415  C1 1.090
6 H 3.888 6.448 0.138  C1 1.090
7 H 2.456 4.185 0.261  C2 1.090
8 H 3.461 4.162 -1.155  C2 1.090
9 H 0.813 5.063 -0.999  O3 0.960
10 H 2.065 7.169 0.905  O4 0.960
11 C -0.792 -4.091 0.677  C12 1.541, O14 1.387, H15 1.090, H16 1.090
12 C -0.450 -3.998 2.177  C11 1.541, O13 1.412, H17 1.090, H18 1.090
13 O 0.758 -4.693 2.403  C12 1.412, H19 0.960
14 O -0.954 -5.372 0.173  C11 1.387, H20 0.960
15 H -0.004 -3.715 0.025  C11 1.090
16 H -1.664 -3.546 0.316  C11 1.090
17 H -1.306 -4.441 2.687  C12 1.090
18 H -0.250 -2.956 2.426  C12 1.090
19 H 1.466 -4.256 1.923  O13 0.960
20 H -0.482 -5.860 0.851  O14 0.960
21 C 0.016 0.350 -0.677  C22 1.589, O24 1.388, H25 1.090, H26 1.090
22 C -0.433 -0.564 0.543  C21 1.589, O23 1.400, H27 1.090, H28 1.090
23 O 0.536 -0.680 1.547  C22 1.400, H29 0.960
24 O 0.334 1.640 -0.275  C21 1.388, H30 0.960
25 H -0.805 0.479 -1.382  C21 1.090
26 H 0.653 -0.143 -1.412  C21 1.090
27 H -0.684 -1.559 0.176  C22 1.090
28 H -1.329 -0.157 1.012  C22 1.090
29 H 0.365 0.003 2.199  O23 0.960
30 H 0.770 2.123 -0.981  O24 0.960
31 C -4.948 0.779 -2.242  C32 1.512, O34 1.458, H35 1.090, H36 1.090
32 C -3.564 1.185 -1.789  C31 1.512, O33 1.420, H37 1.090, H38 1.090
33 O -3.074 2.264 -2.573  C32 1.420, H39 0.960
34 O -5.732 -0.101 -1.385  C31 1.458, H40 0.960
35 H -4.984 0.267 -3.204  C31 1.090
36 H -5.610 1.632 -2.394  C31 1.090
37 H -3.045 0.237 -1.930  C32 1.090
38 H -3.562 1.455 -0.733  C32 1.090
39 H -2.944 1.954 -3.472  O33 0.960
40 H -6.629 0.218 -1.509  O34 0.960
41 C 3.180 -2.840 -0.292  O42 1.209, N43 1.283, N44 1.261
42 O 2.561 -2.260 -1.154  C41 1.209
43 N 3.984 -3.832 -0.423  C41 1.283, H45 1.010, H46 1.010
44 N 3.012 -2.544 0.921  C41 1.261, H47 1.010, H48 1.010
45 H 4.631 -4.173 0.273  N43 1.010
46 H 3.886 -4.312 -1.306  N43 1.010
47 H 3.650 -2.812 1.657  N44 1.010
48 H 2.454 -1.711 1.045  N44 1.010
49 O 0.565 -3.157 -2.541  H50 0.957, H51 0.957
50 H 1.225 -2.850 -1.919  O49 0.957
51 H 0.819 -4.059 -2.735  O49 0.957
52 O -0.346 2.126 2.535  H53 0.957, H54 0.957
53 H -0.321 2.468 1.641  O52 0.957
54 H 0.501 2.369 2.909  O52 0.957
55 O -2.613 1.038 3.566  H56 0.957, H57 0.957
56 H -1.797 1.445 3.276  O55 0.957
57 H -2.342 0.399 4.225  O55 0.957

Results
E_HOMO (alpha / beta) ... -12.15 / -12.13 eV
2S+1 ... 2
Total charge ... +1
F_max ... 7.45 eV/Å

- Which value of F_max does entry 3 give?
  7.45 eV/Å

- What is the F_max in the third record?
  7.45 eV/Å